[1]
DFT (wB97M-V/def2-TZVPD) results for a molecular structure, C48H47N9O6Re at a distorted geometry.

Calculated values
Kohn-Sham gap (alpha / beta)	5.419 / 5.789	eV
charge	+2
energy	-2879.4117	hartree
E_LUMO (alpha / beta)	-7.03 / -6.65	eV
highest occupied orbital energy (alpha / beta)	-12.452 / -12.443	eV
2S+1	2

The geometry in XYZ format:
```
111
Properties=species:S:1:pos:R:3:forces:R:3
C -4.613124 -3.868887 0.291859 0.08 0.10 0.17
C 0.161976 1.353613 3.004859 -0.07 0.56 0.60
N 1.049476 4.035513 -0.418441 -0.69 -0.43 0.20
O -2.248124 0.696413 1.282459 1.52 -0.19 -0.17
H 2.391076 -6.328587 -4.956941 0.08 -0.02 -0.07
O -0.896024 -2.372287 -1.383141 0.47 -0.39 0.20
H -3.836224 -0.577087 -1.935941 0.02 0.09 -0.03
N 2.228076 2.169213 0.185859 -0.07 0.13 0.28
C -3.414624 0.934813 0.976959 -1.12 0.45 -0.43
C -3.112924 3.087413 -2.015841 -0.10 0.03 -0.03
H 0.278476 2.283713 2.485559 -0.02 0.07 -0.02
C 0.452876 -4.238287 -0.394841 -0.12 -0.60 -0.29
C -2.524124 -6.609387 -0.407641 0.04 -0.01 -0.06
H 0.189476 4.554713 -0.297641 0.06 -0.21 -0.01
C 0.356476 -4.604087 -2.888241 0.05 0.08 0.08
C -3.465524 -1.844487 -0.225141 -0.34 -0.18 -0.27
C 1.963076 6.230913 -0.565441 0.32 -0.49 -0.03
H -5.187124 -2.531387 -1.298341 -0.08 -0.03 -0.08
H -1.940724 -3.262087 2.256659 0.07 -0.07 0.09
H 2.811176 8.178913 -0.873141 -0.07 0.17 0.08
H 1.844776 -2.049587 -1.511241 0.04 -0.07 -0.04
C 1.068276 -4.728987 -1.699341 0.24 0.15 -0.25
H -4.938924 2.420013 1.255959 -0.05 0.02 0.00
C 0.629176 7.897513 0.509759 -0.05 0.31 0.04
H -1.558024 1.657413 -2.372541 0.11 -0.06 -0.05
C 2.113276 4.851513 -0.829941 0.60 0.58 -0.14
H -1.991024 -4.846687 -1.475041 -0.04 0.13 -0.17
N -3.991224 0.483113 -0.143141 0.17 0.02 -0.02
H -0.273824 7.897713 1.116959 0.04 0.06 -0.05
H 4.745876 7.354013 -2.111741 0.06 0.08 -0.03
C 3.821376 -1.326387 -1.297741 -0.60 0.01 0.05
C -1.038324 -7.277287 1.342759 0.00 -0.08 0.04
C -0.538824 -5.324587 0.027459 -0.25 -0.03 0.18
H 3.701676 -6.498787 -2.867541 0.06 -0.05 0.01
C -0.217124 -6.200087 1.057359 -0.04 0.19 -0.03
C -2.186724 -7.495587 0.600759 0.00 0.00 0.13
N 1.419476 -3.955687 0.646359 -0.01 -0.08 -0.18
C 6.211476 1.783513 0.310859 0.38 0.02 0.04
C 4.106676 0.807913 -0.255641 0.05 -0.35 -0.09
C 2.451076 -1.242187 -1.127641 0.19 -0.53 -0.39
H -4.974624 0.656313 -0.286641 0.09 0.10 0.05
H -2.292824 -0.293887 -1.092341 -0.40 0.03 -0.16
H 3.310476 3.349713 -1.783341 0.04 -0.09 -0.07
C -3.689024 -4.071587 1.306059 -0.17 0.11 -0.02
H -0.160724 -1.832487 3.082159 0.01 0.01 0.04
C -2.932224 4.340313 0.024959 0.14 0.03 0.22
H 2.140976 -4.588787 0.944459 -0.01 0.09 0.05
H 6.486776 0.959013 0.973759 -0.04 0.04 -0.04
H -3.625824 2.882113 -2.941041 -0.05 -0.06 -0.13
C -0.181324 -2.856987 -0.510041 -0.74 -0.05 -1.22
N -0.151524 -0.222087 4.474459 -0.09 -0.43 -0.19
C -1.773924 3.656113 0.362859 0.14 -0.28 -0.05
H -4.501724 4.593113 -1.388941 -0.07 0.09 -0.09
C -3.359124 -0.535987 -0.960241 0.23 -0.30 0.23
H -3.322624 5.101213 0.679059 -0.05 0.10 0.13
H 0.671876 -6.050887 1.649959 0.09 -0.03 0.04
H -1.506324 5.862913 1.849559 -0.01 -0.01 0.01
O 4.802076 1.885713 0.194159 -0.62 -0.06 -0.05
C -1.955624 2.397913 -1.692541 0.21 0.23 0.12
H -0.054324 1.806513 5.161159 0.07 0.06 0.15
C 0.833176 -5.172887 -4.054041 0.08 -0.03 -0.01
H -0.261424 -0.720887 5.344959 -0.01 -0.02 -0.12
C -4.497024 -2.733287 -0.493141 0.18 0.03 0.06
H -5.414024 -4.572487 0.118359 -0.01 -0.09 0.00
H 0.260176 -5.076687 -4.963241 -0.03 0.00 -0.11
C -1.447624 4.907013 2.373859 -0.04 0.30 0.20
H -3.415124 -6.767787 -0.993341 -0.16 -0.02 -0.06
C 4.659876 -0.327387 -0.818741 0.01 0.45 0.22
H 4.251576 -2.185787 -1.789441 -0.04 -0.10 -0.02
H -0.672324 4.968513 3.133959 -0.04 0.02 0.00
C 1.037676 2.711713 -0.153341 0.45 0.75 0.11
C -1.268424 2.676913 -0.519641 -0.49 0.24 -0.41
C -0.074424 -0.779587 3.265159 0.00 -0.42 -0.04
H 2.980876 2.824613 0.377559 -0.14 0.07 -0.07
C 1.292876 -2.719987 1.169459 0.97 -0.06 0.93
C -0.011024 1.125913 4.335759 0.22 0.70 -0.46
C -2.689024 -3.127187 1.485959 -0.25 -0.25 0.16
H -3.695924 2.365113 2.529559 0.03 0.03 0.02
C 2.696776 0.909413 -0.162141 -0.05 -0.12 -0.08
H 1.453676 8.301613 1.099459 0.03 -0.01 -0.03
H -0.568224 -4.051587 -2.904141 -0.07 0.01 -0.05
H 6.681576 1.643413 -0.664941 -0.04 0.03 0.01
C 3.213976 4.397513 -1.545741 -0.32 0.14 0.06
C -1.710824 -5.527287 -0.689341 0.14 -0.08 0.01
N -2.584324 -2.033987 0.749559 0.12 0.29 -0.02
H -4.934424 1.107713 2.445859 -0.04 -0.01 0.04
C 1.845776 -0.154687 -0.490541 -0.70 0.92 0.55
C -4.303524 1.771713 1.853959 0.16 -0.12 0.13
H -0.759524 -7.954487 2.135759 -0.03 -0.08 0.07
C 4.163476 5.298913 -1.992541 0.12 0.21 0.03
C 2.760676 -5.969287 -2.875541 0.04 -0.09 -0.12
H 6.544176 2.727813 0.741559 -0.03 -0.15 -0.07
N 0.238676 -2.088487 0.512559 -0.26 1.77 -0.05
N 0.124976 0.156513 2.347259 -0.03 -0.24 -1.02
H -2.404824 4.689013 2.853759 -0.01 -0.02 -0.07
N -0.068124 1.981413 -0.204641 0.42 -0.89 0.21
H -3.740024 -4.944587 1.936959 0.05 -0.07 0.06
C 2.280276 -5.411487 -1.703241 -0.20 0.17 0.05
C 4.010276 6.654113 -1.748641 0.06 -0.29 -0.05
C 2.031876 -5.867587 -4.050141 0.02 0.02 0.02
O -1.047524 3.871513 1.499259 -0.11 -0.35 -0.42
H 2.855776 -5.527087 -0.797641 0.09 -0.03 0.09
Re -0.136924 -0.109287 0.270859 0.44 -0.77 2.19
H 0.469576 8.510613 -0.378741 0.02 0.02 0.01
C -3.596624 4.055313 -1.156341 -0.01 -0.12 -0.06
H -2.816124 -8.343687 0.819459 -0.07 -0.10 -0.02
O 1.956276 -2.210987 2.047559 0.00 -0.20 -0.12
H 5.018276 4.944013 -2.542441 0.11 -0.06 -0.11
O 0.859476 6.546313 0.164059 -0.05 -0.35 -0.11
H 5.728376 -0.423587 -0.924741 0.09 0.01 0.01
C 2.914076 7.121613 -1.043741 -0.31 -0.01 0.18
```
Forces are in eV/Å.

***

[2]
DFT (wB97M-V/def2-TZVPD) results for 8 unconnected molecules or ions with the total composition C48H49F2IN9O6PS at a distorted geometry.

Calculated values
SMILES string	CCP(C)c1c(N(C(=O)F)C(=O)F)cc(S)c2c1C(=O)c1c(CON=O)cc(I)cc1C2=O.c1cc[nH]c1.c1cc[nH]c1.c1cc[nH]c1.c1cc[nH]c1.c1cc[nH]c1.c1cc[nH]c1.c1cc[nH]c1
Kohn-Sham gap	6.720	eV
charge	0
energy	-4039.5097	hartree
E_LUMO	-1.44	eV
highest occupied orbital energy	-8.163	eV
2S+1	1

The geometry in XYZ format:
```
117
Properties=species:S:1:pos:R:3:forces:R:3
H 9.723407 -5.511625 0.640312 0.00 -0.02 -0.02
H 0.683560 -5.160146 -6.266896 0.01 0.01 -0.01
C -0.717031 -1.046497 -1.336093 0.28 1.00 -0.22
C -1.616128 -3.215295 -1.003969 -1.23 -0.69 -0.20
H -5.861086 6.485272 -1.433350 -0.03 -0.01 0.00
F -2.089415 -5.999996 -1.129361 0.45 0.50 0.70
H 2.593203 5.258068 -0.629983 0.02 0.03 -0.02
H 3.563241 -4.452091 -1.161080 -0.26 0.23 0.05
H 3.685010 1.481733 0.720612 -0.25 -0.57 0.25
H 6.303874 5.324547 1.312154 -0.01 0.00 -0.01
C 1.568526 1.984444 0.560081 0.43 -0.67 -0.05
C -7.537855 4.290521 8.098806 -0.01 -0.03 -0.03
C -2.654581 3.753890 5.864641 -0.03 0.01 0.06
H -4.376429 2.584662 -0.912117 -0.04 -0.02 0.01
C 1.409507 -3.223950 -6.963946 0.07 0.03 -0.02
H -5.289822 5.884912 6.512761 0.00 -0.02 0.00
C 0.937998 3.207605 0.720771 0.41 0.96 0.83
H 1.387498 -1.115903 -7.092298 -0.02 -0.01 -0.01
H -0.565236 2.225526 4.018723 0.00 0.01 0.03
C 5.337806 5.620453 0.937849 0.00 -0.06 0.02
N -0.264053 -4.997730 0.103791 -1.79 -0.03 -0.38
H 2.234257 -2.745353 2.826680 0.15 -0.04 -0.29
C -6.841779 4.517719 6.941970 0.01 0.02 -0.09
C 9.435418 -6.190154 -1.465161 0.03 -0.01 0.04
C 8.500070 -4.245207 -2.091375 -0.06 0.07 0.01
H -2.472275 -3.873755 -1.119673 0.20 0.13 0.14
H -1.137703 4.441505 3.003546 -0.04 -0.01 0.12
H 5.252810 -2.422192 -1.392142 -0.01 -0.08 0.29
H -8.325855 3.567063 8.227267 0.01 0.01 -0.01
H 9.829332 -7.192813 -1.480540 0.00 0.01 0.00
N -4.815110 4.667859 -1.048556 -0.06 -0.02 -0.06
H 1.360949 3.937005 1.414425 0.04 -0.23 -0.12
I -1.183941 5.412997 0.287450 0.47 -0.21 -0.02
H -4.435169 -3.629155 -6.219376 0.01 -0.02 0.00
H 3.090684 2.672963 1.856814 0.01 -0.24 -0.18
N -5.933196 5.511559 7.185922 -0.03 -0.06 0.08
C -0.799462 2.643828 -0.811630 -0.09 0.35 -0.08
H -5.399199 6.691666 8.880057 -0.02 -0.01 0.01
H 2.704131 7.545707 0.380443 0.03 0.01 0.00
C -6.877127 4.541711 -1.843301 -0.01 0.05 -0.01
H -2.530879 -6.490774 -3.824579 -0.02 -0.01 0.01
C -1.767027 -1.929375 -1.495855 -0.01 -0.08 -0.65
H 5.079943 7.721360 1.669778 -0.01 -0.01 -0.01
H -7.850227 4.819826 -2.212845 0.01 0.00 0.00
O -0.086187 -6.880076 -1.189231 -1.06 0.94 0.41
N 2.372980 1.400089 3.616895 -0.27 -0.41 0.12
H -3.227330 -2.252684 -3.407647 0.23 0.13 0.49
C 0.987460 1.053941 -0.304415 -0.09 -0.39 0.13
H 5.485261 -3.688542 -0.209764 -0.08 0.36 0.40
C -0.375865 -3.301022 -5.599825 0.04 0.07 0.10
H -6.891648 2.302009 -1.875982 0.01 0.01 0.00
C 4.826292 -2.853486 -0.472547 -0.14 -0.10 -1.07
S -3.305385 -1.469575 -2.298309 -0.04 -0.10 0.12
O 2.641115 0.767899 2.401651 0.12 -0.19 -0.65
O -1.321005 0.687900 -2.905402 0.10 -0.02 0.19
C -3.212409 -5.227532 -5.375480 0.02 -0.14 -0.07
C -7.026466 5.179378 9.082026 0.03 0.02 0.04
N -1.207947 2.868716 4.443051 -0.04 0.08 0.05
C -5.101438 3.335839 -1.178783 0.07 0.02 0.05
H 2.050922 -1.336779 1.829782 0.50 0.00 0.00
O 2.728363 -0.524689 -0.671889 -0.21 -0.18 0.09
C -2.456866 4.662487 4.789691 0.00 0.01 -0.01
H -7.348229 5.266099 10.106648 0.01 0.00 -0.01
H -1.709980 2.841468 -1.371734 0.17 0.06 0.10
C 2.833063 1.721414 1.361482 0.12 1.60 0.13
C -0.461627 -3.655680 -0.410356 0.95 0.98 0.22
H 8.742439 -5.834531 -3.565797 0.00 0.01 0.01
C -0.212603 3.554365 0.051322 -0.90 0.06 -0.53
H -2.921040 5.627208 4.661628 0.03 0.00 -0.02
H -5.437436 -3.476780 -3.696637 -0.01 -0.05 0.00
H -3.299664 3.889536 6.717944 0.01 -0.02 0.00
H -0.612400 -1.081899 -5.587088 -0.02 -0.02 0.03
O 2.006207 0.603541 4.388530 0.12 0.35 0.20
H 2.259531 -3.405597 -7.599682 -0.01 -0.02 0.02
C 0.478882 -1.445914 -0.703897 -0.47 0.37 -0.22
H -4.134506 -5.368860 -2.265883 -0.07 0.00 -0.02
C -1.868768 2.659492 5.622751 0.02 -0.08 -0.02
C -0.812891 0.383725 -1.857010 0.25 -0.03 0.21
C -0.117485 -1.988650 -5.893954 0.03 0.11 0.04
C -0.184660 1.424085 -0.951423 -0.28 -1.42 -0.63
C -4.034882 -5.102990 -3.303614 -0.04 0.02 0.14
H -6.913952 4.061105 5.969324 -0.01 -0.01 0.02
F 0.187315 -5.705129 2.254185 -0.14 -0.02 -0.78
H -1.723656 1.752712 6.184951 -0.02 0.02 0.01
N 3.377081 5.578255 -0.090215 -0.02 -0.02 0.07
H 4.814413 -2.043423 0.259483 0.00 -0.32 0.04
O -1.752719 -4.756582 1.916401 0.82 -0.15 -0.68
C -0.787624 -6.011140 -0.762172 2.00 -2.00 -0.73
C -4.678262 -4.153640 -4.053690 -0.04 -0.10 -0.04
H -3.947956 5.041984 -0.706991 -0.02 -0.03 -0.01
C -1.557091 4.088898 3.931282 0.07 -0.08 -0.08
C 2.605405 -2.273676 1.904775 -0.79 0.11 0.02
P 2.173639 -3.438981 0.533795 0.15 -1.29 0.36
C -4.154504 -4.233374 -5.372454 0.01 0.01 -0.05
C 8.866822 -5.479535 -2.556181 -0.01 0.02 -0.03
N 0.972721 -1.950224 -6.720947 -0.06 -0.09 0.02
H 3.001468 -2.854346 -1.696927 0.17 -0.08 0.16
H 4.598935 3.831819 -0.173912 0.05 0.03 -0.04
C 9.395304 -5.363297 -0.374535 -0.03 0.02 0.06
C 1.538054 -0.356627 -0.573268 -0.27 0.49 0.33
H 3.676958 -2.116702 2.050662 -0.20 0.13 -0.28
H 8.659069 -3.394183 -0.164535 0.01 0.00 -0.01
H 8.039459 -3.408125 -2.588364 0.00 -0.03 -0.01
C -0.716480 -5.128418 1.461151 -0.68 0.23 1.17
N -3.143477 -5.749308 -4.113408 -0.03 0.07 -0.06
C -6.375844 3.224595 -1.667149 0.02 -0.05 -0.01
C 3.489919 6.816193 0.481473 -0.05 0.03 -0.03
H -2.584420 -5.606478 -6.163955 -0.01 0.05 -0.01
C 0.594759 -4.085950 -6.278985 0.02 -0.03 -0.02
C 0.615725 -2.763820 -0.259660 1.27 0.25 0.34
C -6.036410 5.916315 8.489554 0.04 0.07 -0.03
H -1.171856 -3.659282 -4.968639 -0.01 0.03 -0.02
C -5.890550 5.408962 -1.455595 0.03 0.03 0.03
C 4.497355 4.841851 0.187362 -0.04 -0.08 -0.04
N 8.820408 -4.183278 -0.762314 0.04 -0.06 -0.05
C 4.697493 6.874424 1.124837 -0.04 0.03 0.01
C 3.428096 -3.407867 -0.853148 0.10 0.55 0.21
```
Forces are in eV/Å.